No. 1
A cluster of 10 separate species, C12H42BF4O12 in total, computed with wB97M-V/def2-TZVPD.

Atoms and positions in Å:
F (11.84, 9.12, -2.32)
F (12.20, 8.72, -0.15)
F (10.66, 10.26, -0.65)
F (12.82, 10.71, -1.03)
O (12.68, 2.66, -2.54)
O (4.87, 6.26, -2.40)
O (9.12, 5.92, -6.21)
O (17.93, 14.72, 5.17)
O (6.29, 13.71, -3.16)
O (15.53, 11.40, -5.02)
O (11.35, 9.16, 5.10)
O (9.79, 10.55, -6.48)
O (4.63, 15.27, -5.08)
O (14.59, 17.76, -5.52)
O (16.94, 14.77, 2.31)
O (4.92, 4.25, -0.30)
C (16.51, 15.53, 3.40)
C (11.98, 0.37, -2.94)
C (17.63, 15.86, 4.33)
C (15.67, 18.59, -3.55)
C (13.53, 17.05, -3.54)
C (5.30, 14.05, -5.43)
C (11.68, 1.69, -2.26)
C (14.88, 17.42, -4.19)
C (4.54, 5.63, 0.04)
C (11.50, 1.57, -0.68)
C (5.16, 6.59, -1.04)
C (5.36, 13.24, -4.10)
B (11.87, 9.71, -1.04)
H (15.28, 19.61, -3.45)
H (11.07, 2.44, -0.18)
H (17.33, 16.70, 4.95)
H (11.17, -0.29, -2.61)
H (6.30, 14.29, -5.81)
H (18.58, 16.12, 3.85)
H (11.70, 9.35, 4.23)
H (4.40, 13.16, -3.60)
H (10.69, 1.99, -2.60)
H (9.00, 5.17, -6.80)
H (10.02, 10.73, -5.57)
H (12.08, 0.43, -4.02)
H (9.87, 5.68, -5.67)
H (10.42, 8.95, 4.94)
H (5.73, 6.25, -2.83)
H (6.24, 6.60, -0.86)
H (13.12, 16.10, -3.89)
H (15.93, 16.39, 3.04)
H (4.84, 7.60, -0.80)
H (16.32, 14.04, 2.19)
H (3.45, 5.67, 0.01)
H (16.60, 18.79, -4.07)
H (12.52, 3.47, -2.05)
H (14.74, 11.13, -4.55)
H (12.94, -0.02, -2.60)
H (12.86, 17.87, -3.77)
H (11.10, 0.59, -0.41)
H (15.50, 16.52, -4.19)
H (5.20, 3.81, 0.50)
H (13.64, 17.00, -2.45)
H (5.65, 12.25, -4.45)
H (14.20, 17.01, -5.98)
H (5.08, 15.57, -4.29)
H (4.69, 13.56, -6.18)
H (12.52, 1.51, -0.32)
H (15.91, 18.32, -2.52)
H (4.76, 5.96, 1.05)
H (18.09, 13.99, 4.56)
H (16.25, 11.03, -4.51)
H (15.81, 14.87, 3.91)
H (6.80, 12.99, -2.79)
H (9.58, 9.62, -6.49)

E ... -49247.064 eV
Charge ... -1
LUMO energy ... 1.94 eV
Energy relative to the best compared isomer or geometry (same formula, charge and spin) ... 32.4 kcal per mole
Spin multiplicity ... 1
Molar mass ... 465.26 g mol⁻¹
HOMO-LUMO gap ... 10.09 eV

***

No. 2
A cluster of 2 separate species, C8H17BrNO2 in total, computed with wB97M-V/def2-TZVPD.

Atoms and positions in Å:
Br (-1.52, -1.23, -0.51)
O (-1.78, -3.35, 2.60)
O (1.79, -1.21, -0.98)
N (-0.96, 1.96, -1.37)
C (2.65, -0.37, -0.26)
C (-1.42, 0.52, 0.32)
C (-2.43, 1.82, -1.40)
C (-0.37, 1.32, -0.41)
C (-2.69, 1.31, 0.03)
C (1.05, 1.61, -0.06)
C (1.69, -2.52, -0.46)
C (1.91, 0.58, 0.67)
H (-2.75, 2.17, 0.70)
H (1.07, -3.11, -1.13)
H (2.69, -2.98, -0.40)
H (1.24, -2.53, 0.54)
H (-1.59, -2.61, 2.02)
H (-0.45, 2.55, -2.02)
H (-1.20, 0.36, 1.38)
H (3.37, -0.96, 0.32)
H (1.57, 1.94, -0.97)
H (-0.93, -3.76, 2.81)
H (1.35, 0.05, 1.44)
H (-2.71, 1.09, -2.16)
H (-2.88, 2.78, -1.62)
H (0.94, 2.49, 0.58)
H (2.68, 1.16, 1.20)
H (3.23, 0.21, -0.98)
H (-3.58, 0.70, 0.12)

E ... -84192.425 eV
Charge ... +1
LUMO energy ... -4.45 eV
Energy relative to the best compared isomer or geometry (same formula, charge and spin) ... 0.0 kcal per mole
Spin multiplicity ... 1
Molar mass ... 239.13 g mol⁻¹
HOMO-LUMO gap ... 8.67 eV

***

No. 3
An isolated molecule of C4H9NO2, computed with wB97M-V/def2-TZVPD.

Atoms and positions in Å:
O (0.89, -0.28, 0.77)
O (-1.09, 0.09, -1.50)
N (-0.85, 0.95, 1.38)
C (0.32, 0.10, -1.63)
C (-1.30, -0.60, 1.45)
C (0.36, 0.95, 1.00)
C (1.05, -0.71, -0.57)
H (-1.32, 0.73, -0.82)
H (-1.38, -0.72, 2.53)
H (2.13, -0.67, -0.73)
H (0.55, -0.35, -2.60)
H (0.70, 1.13, -1.65)
H (-2.24, -0.56, 0.92)
H (1.08, 1.76, 0.87)
H (-0.80, -1.55, 1.10)
H (0.72, -1.76, -0.60)

E ... -9876.402 eV
Charge ... 0
LUMO energy ... 0.91 eV
Structure (SMILES) ... C/N=C\OCCO
Energy relative to the best compared isomer or geometry (same formula, charge and spin) ... 84.4 kcal per mole
Spin multiplicity ... 1
Molar mass ... 103.12 g mol⁻¹
HOMO-LUMO gap ... 10.92 eV